47
Properties=species:S:1:pos:R:3:nbo_charge:R:1 method="wB97M-V/def2-TZVPD" smiles="CCN(CC)S(=O)(=O)c1ccc2c(c1)nc(CCC(=O)O)n2CC" homo_energy_ha=-0.3264 lumo_ev=0.50 spin_multiplicity=1
C -4.8460 -2.8106 -1.0899 -0.611
H -5.6781 -2.7936 -0.3922 0.217
H -5.1515 -2.3176 -2.0096 0.200
C -3.6402 -2.1119 -0.4690 -0.223
N -3.9562 -0.7635 -0.0649 -0.688
S -3.2914 -0.2100 1.3537 2.342
O -4.0120 0.9686 1.7389 -0.947
O -3.2400 -1.3131 2.2674 -0.941
C -1.6191 0.2712 0.9149 -0.353
C -0.6786 -0.7158 0.7257 -0.201
C 0.5906 -0.3091 0.3309 0.167
N 1.7191 -1.0362 0.0713 -0.488
C 2.6389 -0.1731 -0.2551 0.412
N 2.1891 1.1238 -0.2427 -0.361
C 0.8721 1.0687 0.1400 0.108
C -0.0890 2.0482 0.3437 -0.236
C -1.3443 1.6242 0.7323 -0.211
H -2.1370 2.3288 0.9276 0.246
H 0.1263 3.0980 0.2137 0.218
C 2.9275 2.3300 -0.5185 -0.207
C 3.6869 2.8222 0.7113 -0.613
H 3.0018 2.9686 1.5432 0.217
H 4.1756 3.7671 0.4901 0.220
H 4.4456 2.1022 1.0077 0.208
H 2.2118 3.0895 -0.8427 0.212
H 3.6217 2.1463 -1.3430 0.212
C 4.0382 -0.5642 -0.5714 -0.451
H 4.0229 -1.3284 -1.3506 0.245
C 4.7235 -1.1422 0.6711 -0.502
H 4.2789 -2.0968 0.9503 0.254
H 4.6029 -0.4681 1.5238 0.236
C 6.2048 -1.3195 0.4491 0.796
O 6.8499 -0.7934 -0.4169 -0.599
O 6.7459 -2.1312 1.3628 -0.680
H 7.7010 -2.2241 1.2177 0.499
H 4.6171 0.2835 -0.9363 0.232
H -0.9165 -1.7509 0.9007 0.242
C -4.1395 0.2467 -1.0867 -0.225
C -5.5351 0.8542 -1.0040 -0.612
H -5.6686 1.2945 -0.0204 0.235
H -5.6573 1.6223 -1.7640 0.203
H -6.2896 0.0859 -1.1485 0.205
H -3.3896 1.0351 -0.9500 0.201
H -3.9746 -0.2075 -2.0677 0.200
H -2.7929 -2.1239 -1.1722 0.175
H -3.3501 -2.6316 0.4448 0.236
H -4.5947 -3.8435 -1.3163 0.215



43
Properties=species:S:1:pos:R:3:nbo_charge:R:1 method="wB97M-V/def2-TZVPD" homo_energy_ha=-0.3377 lumo_ev=0.35 spin_multiplicity=1
O 1.4788 3.0753 -0.8702 -0.947
S 0.8909 2.0016 -0.0675 2.239
O 1.1529 1.8917 1.3497 -0.923
N -0.7057 1.9083 -0.4816 -0.886
H -1.0469 2.9422 -0.9618 0.449
C -1.5306 1.3331 0.3960 -0.078
C -1.4719 2.1560 1.7376 -0.367
C -3.0164 1.8021 2.4940 -0.393
H -3.8630 2.0633 1.9077 0.200
C -3.1362 0.4581 3.1207 -0.408
H -3.4292 -0.4598 2.3081 0.162
H -3.9713 0.3133 3.7105 0.225
C -1.9370 -0.0062 3.6850 -0.410
H -1.1844 0.5313 4.1226 0.222
C -1.2155 -1.2019 2.8350 -0.372
C -0.2474 -0.6842 1.6981 -0.461
H 0.3441 0.2698 1.9838 0.254
H 0.3060 -1.4863 1.3206 0.201
C -1.4422 -0.3094 0.6050 -0.317
H -2.1500 -0.8417 0.6695 0.142
H -0.9040 -0.5228 -0.5075 0.194
H -1.6526 -2.1238 2.6422 0.207
H -0.3472 -1.8050 3.6173 0.163
H -2.0056 -0.7660 4.7628 0.199
H -3.0964 2.3455 3.3231 0.193
H -0.8405 1.8800 2.3769 0.189
H -1.6349 3.3026 1.4272 0.211
H -2.6681 1.2177 -0.0350 0.230
C 1.7284 0.4537 -0.9090 -0.374
C 1.8857 0.4754 -2.1478 -0.116
C 2.2670 -0.7854 -3.0039 -0.185
C 2.3931 -1.9565 -2.5967 -0.136
C 2.9364 -3.0302 -3.2389 -0.237
C 3.3126 -2.6441 -4.6619 -0.143
C 3.1949 -1.4315 -5.1665 -0.291
C 2.6502 -0.6405 -4.2408 -0.051
H 2.4267 0.5409 -4.8315 0.160
H 3.6384 -1.3184 -5.9928 0.220
H 3.6811 -3.6127 -5.2144 0.204
H 3.1641 -4.1515 -2.8757 0.246
H 2.2942 -2.0780 -1.3235 0.173
H 1.9345 1.2465 -2.6837 0.206
H 1.8171 -0.3524 -0.2828 0.209



46
Properties=species:S:1:pos:R:3:nbo_charge:R:1 method="wB97M-V/def2-TZVPD" homo_energy_ha="-0.2451 / -0.2450" lumo_ev="-1.37 / -1.37" spin_multiplicity=1
Pt 0.5228 0.0050 0.0692 0.276
O 3.1335 -1.1075 -3.5146 -0.685
C 2.4457 -0.6986 -2.4278 0.739
O 1.3536 -0.1879 -2.5167 -0.520
C 3.1621 -0.9774 -1.1559 0.075
C 4.4694 -1.3970 -1.1848 -0.174
C 5.1688 -1.5984 0.0037 -0.169
C 4.4942 -1.3641 1.1885 -0.192
C 3.1735 -0.9596 1.1890 0.065
N 2.4797 -0.7499 0.0169 -0.401
C 2.4205 -0.6803 2.4359 0.737
O 3.0308 -0.8714 3.6219 -0.643
O 1.2695 -0.2954 2.4302 -0.513
H 2.5861 -0.8668 -4.2795 0.511
H 4.9431 -1.5530 -2.1418 0.253
H 6.1996 -1.9186 0.0015 0.235
H 5.0319 -1.5037 2.1185 0.207
H 3.9333 -1.1946 3.5083 0.477
C -2.5660 -1.5754 0.6511 -1.162
Si -0.8489 -1.8546 0.0491 1.571
C -0.0080 -3.0880 1.1485 -1.163
C -0.8722 -2.4791 -1.6916 -1.158
H -3.1039 -2.5282 0.6717 0.222
H -3.0949 -0.8785 0.0026 0.252
H -2.5594 -1.1546 1.6573 0.248
H -0.6122 -3.9989 1.1972 0.231
H 0.1049 -2.6974 2.1605 0.244
H 0.9805 -3.3523 0.7665 0.218
H -1.5383 -3.3448 -1.7518 0.226
H 0.1238 -2.7869 -2.0150 0.221
H -1.2322 -1.7149 -2.3816 0.252
C -3.7145 3.0045 -1.2302 -0.584
C -2.8375 3.1356 0.0206 -0.164
C -2.0681 4.4620 -0.0291 -0.584
C -3.7212 3.1027 1.2741 -0.585
C -1.8725 2.0203 0.0641 -0.032
C -1.1173 1.0701 0.0638 -0.388
H -4.4379 3.8221 -1.2688 0.196
H -4.2592 2.0597 -1.2216 0.210
H -3.1034 3.0362 -2.1327 0.212
H -2.7678 5.3003 -0.0617 0.197
H -1.4329 4.5041 -0.9144 0.210
H -1.4350 4.5716 0.8518 0.211
H -4.4430 3.9223 1.2481 0.196
H -3.1137 3.2010 2.1742 0.212
H -4.2673 2.1606 1.3350 0.211



40
Properties=species:S:1:pos:R:3:nbo_charge:R:1 method="wB97M-V/def2-TZVPD" charge=+1 homo_energy_ha=-0.4511 lumo_ev=-5.00 spin_multiplicity=1
C -0.7532 -1.0722 4.2645 -0.268
O 0.1039 -0.2641 3.4349 -0.427
C -0.2872 0.0836 2.2231 0.482
C 0.3705 1.2575 1.7023 -0.227
C -0.3380 2.1282 0.8479 -0.103
C 0.3296 3.2031 0.2760 -0.252
C 1.6929 3.4130 0.5376 0.188
C 2.4345 4.5259 -0.1318 -0.672
C 2.3505 2.6030 1.4745 -0.252
C 1.7030 1.5416 2.0801 -0.110
H -0.0897 -1.5202 5.0052 0.232
H -1.4907 -0.4352 4.7744 0.219
H -1.2666 -1.8535 3.6831 0.204
H -1.3364 -0.1176 1.9506 0.224
H -1.3830 1.8946 0.6356 0.228
H -0.2025 3.8806 -0.3891 0.237
H 3.4730 4.5344 0.2039 0.229
H 2.4353 4.4073 -1.2205 0.243
H 1.9776 5.4960 0.0920 0.245
H 3.3919 2.8041 1.7248 0.235
H 2.1963 0.8774 2.7914 0.237
C -1.3370 -2.0844 -3.5775 -0.406
C 0.0712 -1.5784 -3.2301 -0.391
C 0.5858 -2.0428 -1.8498 -0.462
C -0.4373 -1.9831 -0.7457 0.149
C -0.1287 -1.5881 0.5153 -0.518
C -1.8233 -2.4695 -1.0930 -0.460
C -2.3472 -1.9240 -2.4353 -0.388
H -1.7007 -1.5181 -4.4421 0.223
H -1.2901 -3.1365 -3.8947 0.204
H 0.7761 -1.9009 -4.0088 0.224
H 0.0651 -0.4781 -3.2492 0.197
H 0.9453 -3.0823 -1.9625 0.237
H 1.4607 -1.4401 -1.5781 0.219
H -0.7961 -1.9164 1.3224 0.200
H 0.8720 -1.2019 0.7419 0.218
H -1.8272 -3.5725 -1.1490 0.231
H -2.5309 -2.1897 -0.3052 0.209
H -2.5822 -0.8553 -2.3181 0.195
H -3.2873 -2.4251 -2.7011 0.226



Here are the calculated relative energy (zero: lowest compared OMol25 entry of this formula, charge and spin) numbers, same order: 0.00; 1526.54; 116.17; 86.77 (kJ/mol).
Here are the calculated E_tot numbers, same order: -1486.94605; -1226.34545; -1387.98006; -698.39282 (a.u.).